[1]
Here is the molecule C4H7F in a non-equilibrium geometry from the Open Molecules 2025 dataset. Energies are from ωB97M-V/def2-TZVPD.

Values from the calculation:
highest occupied orbital energy	-9.442	eV
HOMO-LUMO gap	10.57	eV
lowest unoccupied orbital energy	0.0414	hartree
F_max	3.02	eV Å⁻¹
SMILES	C=C[C@@H](C)F

CARTESIAN COORDINATES (ANGSTROEM)
C -0.903 -1.302 0.093
C 0.480 -0.711 -0.119
C 0.699 0.790 0.490
C 0.341 1.884 -0.201
H -1.237 -0.982 1.026
H -1.675 -0.844 -0.618
H -0.902 -2.427 -0.117
H 1.236 -1.384 0.364
H 0.861 0.938 1.593
H 0.748 2.916 -0.074
H -0.361 1.729 -0.962
F 0.713 -0.606 -1.475

---

[2]
Here is the molecule C4H7F2N in a non-equilibrium geometry from the Open Molecules 2025 dataset. Energies are from ωB97M-V/def2-TZVPD.

Values from the calculation:
highest occupied orbital energy	-9.520	eV
HOMO-LUMO gap	10.44	eV
lowest unoccupied orbital energy	0.0339	hartree
F_max	5.43	eV Å⁻¹
SMILES	C=C(C)C(N)(F)F

CARTESIAN COORDINATES (ANGSTROEM)
C 0.785 -1.708 -0.735
C 0.360 -0.444 -0.296
C 1.141 0.841 -0.358
C -1.099 -0.225 0.375
N -1.426 1.120 0.566
F -1.958 -0.954 -0.325
F -0.992 -0.827 1.634
H 0.171 -2.557 -0.780
H 1.837 -1.726 -1.049
H 1.905 0.726 -1.123
H 1.648 1.024 0.606
H 0.611 1.840 -0.393
H -2.258 1.170 1.064
H -0.726 1.721 0.813

---

[3]
Here is a cluster of 2 separate species, C4H7F2O2 in total from the Open Molecules 2025 dataset. Energies are from ωB97M-V/def2-TZVPD.

Values from the calculation:
highest occupied orbital energy	-3.920	eV
HOMO-LUMO gap	7.27	eV
lowest unoccupied orbital energy	0.1230	hartree
F_max	0.84	eV Å⁻¹
charge	-1

CARTESIAN COORDINATES (ANGSTROEM)
F -4.568 1.035 -0.251
F -4.257 -1.404 1.288
C -3.461 0.199 -0.275
C -3.266 -0.462 1.056
H -3.607 -0.551 -1.076
H -2.570 0.801 -0.535
H -2.282 -0.969 1.088
H -3.289 0.279 1.878
O 2.513 1.020 0.380
O 2.416 -0.757 -1.037
C 3.006 0.148 -0.386
C 4.554 0.167 -0.515
H 4.981 -0.481 0.268
H 4.876 -0.213 -1.500
H 4.953 1.187 -0.384

---

[4]
Here is the ion C4H7F3N4O4PS with charge +1 in a non-equilibrium geometry from the Open Molecules 2025 dataset. Energies are from ωB97M-V/def2-TZVPD.

Values from the calculation:
highest occupied orbital energy	-14.211	eV
HOMO-LUMO gap	9.38	eV
lowest unoccupied orbital energy	-0.1774	hartree
F_max	7.51	eV Å⁻¹
SMILES	O=P(O)(O)n1cnc(NCOC(F)(F)F)[n+]1S
charge	+1

CARTESIAN COORDINATES (ANGSTROEM)
O 3.869 -1.050 1.013
P 3.243 -1.521 -0.310
O 4.500 -1.516 -1.459
O 2.825 -3.151 -0.098
N 1.902 -0.500 -0.838
C 1.812 0.200 -2.106
N 0.604 0.964 -2.214
C -0.083 0.671 -0.970
N -1.273 1.140 -0.627
C -2.067 0.865 0.594
O -3.318 1.566 0.474
C -4.269 1.130 1.416
F -5.318 0.506 0.714
F -4.853 2.257 2.033
F -3.755 0.349 2.448
N 0.722 -0.195 -0.182
S 0.598 -0.913 1.378
H 4.756 -0.585 -1.655
H 1.857 -3.163 0.072
H 2.664 0.080 -2.838
H -1.708 1.790 -1.311
H -1.490 1.297 1.490
H -2.181 -0.275 0.674
H 0.961 0.054 2.304

---

[5]
Here is a structure of composition C4H7F3OS in a non-equilibrium geometry from the Open Molecules 2025 dataset. Energies are from ωB97M-V/def2-TZVPD.

Values from the calculation:
highest occupied orbital energy (spin up / spin down)	-8.981 / -8.988	eV
HOMO-LUMO gap (spin up / spin down)	7.62 / 7.62	eV
lowest unoccupied orbital energy (spin up / spin down)	-0.0500 / -0.0503	hartree
F_max	2.76	eV Å⁻¹

CARTESIAN COORDINATES (ANGSTROEM)
C -1.707 -0.091 0.611
C -2.625 -1.184 0.092
C 0.500 1.443 -0.543
C 2.635 0.020 0.326
O 0.656 -0.994 -1.023
F 3.128 0.576 1.459
F 3.126 0.664 -0.765
F 3.186 -1.188 0.260
S 0.632 -0.177 0.176
H -1.798 -0.073 1.745
H -3.012 -1.925 0.793
H -2.084 -1.605 -0.807
H -3.586 -0.719 -0.284
H -0.582 1.658 -0.394
H 1.045 2.192 -0.006
H 0.485 1.404 -1.640

---

[6]
Here is the molecule C4H7FN2 in a non-equilibrium geometry from the Open Molecules 2025 dataset. Energies are from ωB97M-V/def2-TZVPD.

Values from the calculation:
highest occupied orbital energy	-7.947	eV
HOMO-LUMO gap	8.86	eV
lowest unoccupied orbital energy	0.0335	hartree
F_max	5.67	eV Å⁻¹
SMILES	CN1C=C[C@H](F)N1

CARTESIAN COORDINATES (ANGSTROEM)
C -0.773 -0.679 1.376
C -1.203 -0.199 0.183
C 0.715 -0.215 1.529
C -0.016 0.321 -1.984
N 1.019 0.230 0.220
N -0.160 0.357 -0.504
F 0.827 0.849 2.531
H -1.208 -1.182 2.107
H -2.082 -0.350 -0.383
H 1.417 -0.885 1.967
H 0.036 -0.818 -2.494
H -0.830 0.646 -2.486
H 0.975 0.742 -2.302
H 1.282 1.183 0.242